Version 1
Molecular formula: C7H17N
Method: DFT, ωB97M-V/def2-TZVPD

```
25
C7H17N, DFT ωB97M-V/def2-TZVPD
C 3.19 -0.18 1.27
C 1.98 0.68 0.89
N 1.00 -0.19 0.22
C -0.29 0.45 -0.08
C -0.29 1.13 -1.46
C -1.45 -0.54 0.12
C -2.77 0.20 0.12
C -1.46 -1.67 -0.93
H 4.14 0.34 1.10
H 3.13 -0.42 2.32
H 3.22 -1.12 0.73
H 1.45 0.97 1.79
H 2.32 1.55 0.32
H 1.36 -0.48 -0.64
H -0.45 1.21 0.69
H -1.29 1.48 -1.71
H 0.43 1.94 -1.45
H -0.07 0.36 -2.20
H -1.31 -0.96 1.10
H -3.23 0.49 -0.82
H -3.55 -0.35 0.68
H -2.70 1.03 0.85
H -1.94 -1.27 -1.83
H -0.50 -2.13 -1.12
H -2.16 -2.41 -0.54
```

* total charge: 0
* orbital gap: 9.85 eV
* lowest unoccupied orbital energy: 1.12 eV

=====

Version 2
Molecular formula: C7H17N
Method: DFT, ωB97M-V/def2-TZVPD

```
25
C7H17N, DFT ωB97M-V/def2-TZVPD
C 2.18 0.85 -0.18
C 2.33 0.36 1.28
C 0.81 0.49 -0.77
N 0.44 -0.78 -0.97
C -2.72 0.54 0.77
C -1.85 0.13 -0.37
C -0.53 -0.54 0.12
C -0.91 -2.00 0.61
H 2.88 0.32 -0.79
H 2.40 1.95 -0.21
H 2.19 -0.68 1.33
H 1.59 0.86 1.93
H 3.38 0.56 1.67
H 0.49 1.38 -1.27
H 2.07 0.52 -3.63
H 1.33 0.71 -3.90
H -3.07 -0.27 1.43
H -2.20 1.26 1.45
H -3.62 1.11 0.41
H -1.57 0.99 -1.03
H -2.42 -0.57 -1.06
H -0.29 -0.05 1.07
H -1.22 -2.61 -0.26
H -0.02 -2.52 0.99
H -1.65 -1.99 1.39
```

* total charge: 0
* orbital gap: 7.78 eV
* lowest unoccupied orbital energy: 0.23 eV

=====

Most stable structure, least stable structure: version 1, version 2.

=====

Version 1
Molecular formula: Cl2H2O2P2
Method: DFT, ωB97M-V/def2-TZVPD

```
8
Cl2H2O2P2, DFT ωB97M-V/def2-TZVPD
O -2.68 0.52 1.82
O -1.65 0.12 -0.60
P -0.38 -0.93 -0.10
P -2.98 0.13 0.32
Cl -3.73 -1.65 0.10
Cl -4.06 1.47 -0.64
H 0.00 -1.61 -1.35
H -1.36 -1.90 0.17
```

* total charge: 0
* orbital gap: 10.48 eV
* lowest unoccupied orbital energy: 0.18 eV

=====

Version 2
Molecular formula: Cl2H2O2P2
Method: DFT, ωB97M-V/def2-TZVPD

```
8
Cl2H2O2P2, DFT ωB97M-V/def2-TZVPD
O -1.56 -1.53 0.36
O 0.19 0.15 -0.82
P -0.68 1.59 -0.34
P -0.04 -1.13 0.03
Cl 0.87 -0.71 1.76
Cl 0.92 -2.51 -0.91
H 0.31 2.20 -0.97
H 0.00 1.94 0.89
```

* total charge: 0
* orbital gap: 10.71 eV
* lowest unoccupied orbital energy: 0.14 eV

=====

Most stable structure, least stable structure: version 1, version 2.

=====

Version 1
Molecular formula: H3N2O3S
Method: DFT, ωB97M-V/def2-TZVPD

```
9
H3N2O3S, DFT ωB97M-V/def2-TZVPD
N -1.54 -0.30 -0.09
N -0.48 0.08 0.87
S 1.04 0.06 -0.06
O 2.03 0.50 0.90
O 0.64 0.96 -1.14
O 1.20 -1.43 -0.45
H -1.25 0.34 -0.95
H -1.18 -1.33 -0.12
H -0.45 1.12 1.03
```

* total charge: -1
* orbital gap: 9.32 eV
* lowest unoccupied orbital energy: 4.26 eV

=====

Version 2
Molecular formula: H3N2O3S
Method: DFT, ωB97M-V/def2-TZVPD

```
9
H3N2O3S, DFT ωB97M-V/def2-TZVPD
N 1.49 0.22 0.10
N 0.50 -0.64 0.70
S -1.04 0.03 0.00
O -2.12 -0.84 0.48
O -0.80 -0.28 -1.42
O -1.07 1.43 0.36
H 1.06 0.44 -0.82
H 1.45 1.12 0.44
H 0.54 -1.48 0.17
```

* total charge: -1
* orbital gap: 9.38 eV
* lowest unoccupied orbital energy: 4.32 eV

=====

Most stable structure, least stable structure: version 2, version 1.

=====

Version 1
Molecular formula: C8H10BNO2
Method: DFT, ωB97M-V/def2-TZVPD

```
22
C8H10BNO2, DFT ωB97M-V/def2-TZVPD
B 0.77 -0.29 0.83
C -1.27 -0.90 -1.44
C -2.35 -0.38 -0.91
C -0.09 -0.02 -1.56
C -2.46 0.97 -0.21
C 0.71 0.28 -0.60
C -2.17 0.92 1.09
C 2.17 -1.15 1.31
C 1.90 1.10 -1.00
N -1.74 0.22 2.05
O -0.03 -0.13 1.89
O -2.04 -0.18 3.12
H -1.38 -1.82 -1.91
H -3.27 -0.91 -0.68
H 0.06 0.41 -2.49
H -2.80 1.89 -0.67
H 1.84 -1.76 2.18
H 2.70 -0.30 1.80
H 2.71 -1.61 0.43
H 2.45 0.36 -1.68
H 2.45 1.25 -0.12
H 1.85 2.07 -1.43
```

* total charge: 0
* orbital gap (alpha / beta): 8.11 / 8.11 eV
* lowest unoccupied orbital energy (alpha / beta): -0.89 / -0.89 eV

=====

Version 2
Molecular formula: C8H10BNO2
Method: DFT, ωB97M-V/def2-TZVPD

```
22
C8H10BNO2, DFT ωB97M-V/def2-TZVPD
O -2.46 0.55 -1.58
B -2.23 -0.20 -0.46
O -2.71 -1.51 -0.29
C -1.41 0.31 0.85
C -0.79 1.62 0.86
C 0.54 1.85 0.61
C 1.35 0.70 0.17
N 2.51 0.77 -0.54
C 2.75 -0.50 -1.04
C 1.95 -1.40 -0.41
C 0.96 -0.69 0.24
C -0.19 -0.96 1.11
H -3.01 0.33 -2.29
H -2.89 -1.93 -1.15
H -1.87 -0.03 1.77
H -1.43 2.42 1.01
H 0.97 2.90 0.77
H 3.02 1.57 -0.79
H 3.70 -0.80 -1.60
H 2.05 -2.45 -0.48
H -0.84 -1.84 1.09
H 0.03 -0.69 2.13
```

* total charge: 0
* orbital gap: 7.40 eV
* lowest unoccupied orbital energy: 0.39 eV

=====

Most stable structure, least stable structure: version 2, version 1.

=====

Version 1
Molecular formula: C4H3NO2S
Method: DFT, ωB97M-V/def2-TZVPD

```
11
C4H3NO2S, DFT ωB97M-V/def2-TZVPD
O 2.64 0.84 0.45
C 1.82 0.11 0.15
O 1.78 -1.20 -0.06
C 0.23 -1.11 -0.49
S -1.31 -1.54 0.39
C -1.59 0.25 0.55
C -0.70 1.08 0.06
N 0.48 0.36 -0.36
H 0.13 -1.39 -1.51
H -2.75 0.41 0.75
H -0.71 2.19 0.08
```

* total charge: 0
* orbital gap: 9.51 eV
* lowest unoccupied orbital energy: 0.61 eV

=====

Version 2
Molecular formula: C4H3NO2S
Method: DFT, ωB97M-V/def2-TZVPD

```
11
C4H3NO2S, DFT ωB97M-V/def2-TZVPD
C -1.87 0.69 -0.17
C -1.30 -0.55 -0.27
C 0.10 -0.46 -0.15
C 0.52 0.81 0.05
S -0.73 1.97 0.09
O 2.01 0.81 0.11
N 2.33 -0.58 0.11
O 1.14 -1.34 -0.21
H -2.91 0.94 -0.23
H -1.85 -1.46 -0.42
H 2.56 -0.83 1.08
```

* total charge: 0
* orbital gap: 8.80 eV
* lowest unoccupied orbital energy: 0.72 eV

=====

Most stable structure, least stable structure: version 1, version 2.

=====

Version 1
Molecular formula: C2H6N2OS2
Method: DFT, ωB97M-V/def2-TZVPD

```
13
C2H6N2OS2, DFT ωB97M-V/def2-TZVPD
C 0.53 -0.23 0.59
C -0.42 0.71 -0.19
N -1.92 -0.81 -0.89
N -1.04 0.03 -1.30
O 0.24 1.94 -0.47
S -0.26 0.55 -2.86
S -0.40 0.06 -4.74
H 1.27 0.53 0.90
H 0.23 -0.74 1.47
H 0.79 -0.97 -0.27
H -1.20 0.96 0.68
H 1.10 1.85 -0.87
H -2.39 -1.22 -1.61
```

* total charge: 0
* orbital gap (alpha / beta): 7.04 / 6.55 eV
* lowest unoccupied orbital energy (alpha / beta): -0.88 / -1.24 eV

=====

Version 2
Molecular formula: C2H6N2OS2
Method: DFT, ωB97M-V/def2-TZVPD

```
13
C2H6N2OS2, DFT ωB97M-V/def2-TZVPD
N -1.76 -0.85 1.72
N -1.00 0.02 0.85
C 0.20 -0.23 0.37
O 0.95 -1.13 0.53
C 0.60 0.95 -0.69
S -0.02 0.82 -2.48
S 2.37 1.09 -0.64
H -1.10 -1.48 2.12
H -2.33 -1.46 1.26
H -1.45 0.84 0.84
H 0.26 1.96 -0.34
H 0.64 -0.28 -3.06
H 2.64 -0.25 -0.48
```

* total charge: 0
* orbital gap: 9.44 eV
* lowest unoccupied orbital energy: 0.65 eV

=====

Most stable structure, least stable structure: version 2, version 1.

=====

Version 1
Molecular formula: C7H10N2
Method: DFT, ωB97M-V/def2-TZVPD

```
19
C7H10N2, DFT ωB97M-V/def2-TZVPD
N -2.75 -1.09 -1.27
C -1.85 -0.86 -0.44
C -0.94 -0.18 0.50
C 0.23 -1.05 1.08
C 1.13 -1.33 -0.12
N 1.68 0.05 -0.68
C 0.65 0.94 -1.20
C -0.24 1.18 0.13
C -1.66 1.23 0.62
H 0.10 -1.98 1.95
H 1.08 -0.33 1.59
H 2.08 -1.67 0.56
H 0.71 -1.91 -0.79
H 2.60 -0.01 -1.22
H 0.09 0.77 -2.00
H 1.38 1.77 -1.40
H 0.36 1.39 1.19
H -2.06 1.97 1.52
H -2.60 1.10 -0.03
```

* total charge: 0
* orbital gap: 10.10 eV
* lowest unoccupied orbital energy: 0.92 eV

=====

Version 2
Molecular formula: C7H10N2
Method: DFT, ωB97M-V/def2-TZVPD

```
19
C7H10N2, DFT ωB97M-V/def2-TZVPD
C 2.10 -0.58 -0.83
C -0.12 0.04 1.87
C -0.43 -1.01 -1.14
C 0.65 -0.43 -0.54
C 0.02 0.52 0.42
N 0.44 1.83 0.34
N -0.75 -1.76 -2.10
C -1.55 0.06 -0.24
C -2.74 0.35 -0.14
H 0.28 2.46 1.11
H 0.52 2.22 -0.59
H -1.68 -2.18 -2.04
H 2.69 -0.69 0.08
H 2.51 0.28 -1.37
H 2.26 -1.46 -1.46
H -0.78 0.71 2.43
H -0.51 -0.97 1.90
H 0.88 0.05 2.32
H -3.77 0.56 -0.02
```

* total charge: 0
* orbital gap (alpha / beta): 6.59 / 6.60 eV
* lowest unoccupied orbital energy (alpha / beta): -0.61 / -0.61 eV

=====

Version 3
Molecular formula: C7H10N2
Method: DFT, ωB97M-V/def2-TZVPD

```
19
C7H10N2, DFT ωB97M-V/def2-TZVPD
N -2.05 0.57 3.35
C -1.99 0.74 2.21
C -1.52 1.00 0.83
C -0.28 1.87 0.94
C -0.15 0.37 0.76
N 0.18 -0.05 -0.51
C 1.54 -0.29 -0.99
C 1.11 -1.51 -1.78
C -0.20 -1.42 -0.85
H -2.21 1.03 0.08
H 0.03 2.42 0.06
H 0.03 2.28 1.89
H 0.07 -0.13 1.67
H 2.27 -0.17 -0.26
H 1.81 0.57 -1.67
H 0.91 -1.31 -2.80
H 1.59 -2.41 -1.84
H -1.22 -1.58 -1.15
H 0.07 -1.99 0.06
```

* total charge: 0
* orbital gap: 9.92 eV
* lowest unoccupied orbital energy: 0.98 eV

=====

Version 4
Molecular formula: C7H10N2
Method: DFT, ωB97M-V/def2-TZVPD

```
19
C7H10N2, DFT ωB97M-V/def2-TZVPD
C -0.75 2.15 0.18
C -0.99 0.66 0.08
C -1.99 -0.25 0.36
C -1.50 -1.66 0.01
C -0.11 -1.49 -0.53
C 0.06 -0.13 -0.35
C 1.35 0.56 -0.71
N 2.54 0.25 -0.28
N 2.64 -0.58 0.91
H -1.57 2.77 0.88
H -0.84 2.65 -0.94
H 0.23 2.45 0.58
H -3.09 0.01 0.69
H -1.32 -2.34 0.89
H -2.11 -2.04 -0.77
H 0.54 -2.16 -1.17
H 1.51 1.59 -1.29
H 3.55 -1.16 0.76
H 1.85 -1.28 0.70
```

* total charge: 0
* orbital gap: 8.82 eV
* lowest unoccupied orbital energy: 0.53 eV

=====

Most stable structure, least stable structure: version 3, version 1.

=====

Version 1
Molecular formula: C24H20F4
Method: DFT, ωB97M-V/def2-TZVPD

```
48
C24H20F4, DFT ωB97M-V/def2-TZVPD
F 13.82 -0.94 -11.49
C 15.07 -1.20 -11.12
C 15.32 -1.57 -9.81
C 16.64 -1.72 -9.39
C 17.69 -1.47 -10.27
C 17.43 -1.07 -11.57
C 16.11 -0.95 -11.99
H 14.52 -1.72 -9.10
H 16.86 -1.94 -8.35
H 18.70 -1.49 -9.88
H 18.24 -0.89 -12.26
H 15.88 -0.70 -13.02
F 14.68 -2.09 -17.18
C 14.78 -2.13 -18.51
C 15.66 -1.28 -19.14
C 15.84 -1.39 -20.52
C 15.07 -2.28 -21.26
C 14.15 -3.12 -20.63
C 14.02 -3.04 -19.26
H 16.24 -0.56 -18.58
H 16.53 -0.80 -21.10
H 15.29 -2.40 -22.31
H 13.65 -3.91 -21.17
H 13.35 -3.66 -18.67
F 11.33 -4.13 -17.42
C 11.12 -3.58 -16.21
C 12.22 -3.48 -15.35
C 12.11 -2.84 -14.14
C 10.87 -2.31 -13.76
C 9.79 -2.41 -14.61
C 9.91 -3.04 -15.86
H 13.16 -3.94 -15.63
H 13.01 -2.72 -13.55
H 10.63 -1.82 -12.82
H 8.78 -2.12 -14.37
H 9.06 -3.12 -16.52
F 8.70 -9.99 -13.60
C 8.57 -8.68 -13.87
C 7.32 -8.13 -14.07
C 7.20 -6.77 -14.30
C 8.34 -5.97 -14.39
C 9.60 -6.54 -14.19
C 9.71 -7.90 -13.94
H 6.46 -8.79 -14.09
H 6.25 -6.28 -14.47
H 8.18 -4.92 -14.57
H 10.49 -5.93 -14.24
H 10.72 -8.29 -13.85
```

* total charge: 0
* orbital gap: 9.97 eV
* lowest unoccupied orbital energy: 0.80 eV

=====

Version 2
Molecular formula: C24H20F4
Method: DFT, ωB97M-V/def2-TZVPD

```
48
C24H20F4, DFT ωB97M-V/def2-TZVPD
F -16.55 22.40 -12.86
C -17.12 22.54 -14.06
C -16.40 22.24 -15.20
C -17.05 22.29 -16.44
C -18.38 22.65 -16.52
C -19.09 22.95 -15.36
C -18.45 22.91 -14.14
H -15.35 21.97 -15.13
H -16.47 21.99 -17.30
H -18.91 22.59 -17.47
H -20.12 23.26 -15.45
H -18.98 23.10 -13.21
F -21.06 15.78 -15.76
C -20.07 16.64 -16.04
C -20.40 17.97 -16.24
C -19.40 18.89 -16.56
C -18.07 18.48 -16.56
C -17.77 17.13 -16.40
C -18.76 16.20 -16.19
H -21.45 18.24 -16.26
H -19.66 19.89 -16.87
H -17.37 19.28 -16.75
H -16.73 16.81 -16.46
H -18.51 15.15 -16.08
F -23.32 21.25 -11.04
C -22.25 20.83 -11.76
C -21.12 20.40 -11.08
C -19.99 20.04 -11.82
C -20.03 20.12 -13.20
C -21.19 20.48 -13.86
C -22.33 20.85 -13.15
H -21.04 20.39 -10.00
H -19.13 19.60 -11.34
H -19.19 19.87 -13.84
H -21.31 20.45 -14.93
H -23.27 21.02 -13.65
F -16.67 13.48 -14.67
C -15.80 13.91 -15.61
C -15.89 13.43 -16.90
C -14.96 13.90 -17.81
C -13.95 14.79 -17.47
C -13.91 15.28 -16.16
C -14.83 14.80 -15.23
H -16.69 12.75 -17.15
H -15.03 13.59 -18.85
H -13.20 15.03 -18.21
H -13.12 15.94 -15.83
H -14.73 15.17 -14.21
```

* total charge: 0
* orbital gap: 9.79 eV
* lowest unoccupied orbital energy: 0.68 eV

=====

Most stable structure, least stable structure: version 2, version 1.

=====

Version 1
Molecular formula: C6H15NS
Method: DFT, ωB97M-V/def2-TZVPD

```
23
C6H15NS, DFT ωB97M-V/def2-TZVPD
C -0.21 -1.65 -0.88
C -1.51 -1.12 -1.51
C -1.61 0.38 -1.87
S -0.25 1.04 -2.91
C 0.09 -1.27 0.59
N 0.15 0.15 0.87
C 1.14 0.50 1.86
C 1.15 2.01 2.08
H 0.63 -1.37 -1.53
H -0.24 -2.74 -0.91
H -1.68 -1.65 -2.45
H -2.33 -1.36 -0.82
H -1.77 0.98 -0.98
H -2.54 0.52 -2.44
H 1.67 1.13 -2.01
H 1.06 -1.73 0.83
H -0.67 -1.75 1.23
H 0.39 0.63 0.01
H 0.89 0.01 2.81
H 2.15 0.16 1.59
H 0.19 2.35 2.46
H 1.91 2.28 2.82
H 1.38 2.51 1.14
```

* total charge: -1
* orbital gap (alpha / beta): 5.43 / 6.89 eV
* lowest unoccupied orbital energy (alpha / beta): 3.82 / 3.75 eV
* multiplicity: 2

=====

Version 2
Molecular formula: C6H15NS
Method: DFT, ωB97M-V/def2-TZVPD

```
23
C6H15NS, DFT ωB97M-V/def2-TZVPD
C -0.38 1.15 -0.39
N 0.00 0.04 0.51
C 0.81 -1.00 -0.16
C 2.32 -0.78 0.02
S 3.33 -1.78 -1.12
C 0.31 -2.39 0.19
C -1.35 2.08 0.27
C -2.67 1.38 0.66
H 0.49 1.64 -0.83
H -0.91 0.63 -1.20
H 0.62 0.46 1.21
H 0.67 -0.89 -1.25
H 2.51 0.28 -0.13
H 2.63 -1.07 1.03
H 2.44 -0.61 -2.64
H -0.77 -2.46 0.17
H 0.87 -3.13 -0.38
H 0.59 -2.63 1.24
H -1.54 2.93 -0.40
H -1.02 2.57 1.20
H -2.44 0.50 1.26
H -3.40 2.09 1.04
H -3.11 1.00 -0.28
```

* total charge: -1
* orbital gap (alpha / beta): 4.88 / 6.59 eV
* lowest unoccupied orbital energy (alpha / beta): 3.48 / 3.47 eV
* multiplicity: 2

=====

Most stable structure, least stable structure: version 1, version 2.

=====

Version 1
Molecular formula: C3H8N2OS
Method: DFT, ωB97M-V/def2-TZVPD

```
15
C3H8N2OS, DFT ωB97M-V/def2-TZVPD
N 1.57 1.09 -1.01
C 0.70 0.47 -0.15
C -0.84 0.83 -0.52
S -1.86 0.92 0.97
C 0.75 -1.13 -0.27
N 0.33 -1.73 0.84
O 1.14 -1.65 -1.27
H 1.71 0.56 -1.87
H -1.10 1.86 1.54
H 2.52 1.27 -0.66
H 0.79 0.75 0.89
H -1.26 0.05 -1.13
H -0.91 1.80 -1.00
H -0.11 -1.31 1.65
H 0.27 -2.74 0.77
```

* total charge: +1
* orbital gap (alpha / beta): 11.24 / 5.22 eV
* lowest unoccupied orbital energy (alpha / beta): -3.15 / -8.70 eV
* multiplicity: 2

=====

Version 2
Molecular formula: C3H8N2OS
Method: DFT, ωB97M-V/def2-TZVPD

```
15
C3H8N2OS, DFT ωB97M-V/def2-TZVPD
N 1.12 1.05 0.50
C 0.07 0.11 0.60
C 0.03 -0.89 -0.49
S 1.57 -1.82 -0.80
C -1.28 0.96 0.60
N -1.19 2.23 0.17
O -2.32 0.25 0.65
H 1.12 1.45 -0.43
H 1.06 -2.28 -1.96
H 2.08 0.73 0.79
H 0.15 -0.34 1.57
H -0.71 -1.75 -0.48
H -0.45 -0.39 -1.34
H -0.25 2.60 0.09
H -2.03 3.00 0.51
```

* total charge: +1
* orbital gap (alpha / beta): 9.04 / 4.11 eV
* lowest unoccupied orbital energy (alpha / beta): -4.41 / -9.23 eV
* multiplicity: 2

=====

Most stable structure, least stable structure: version 1, version 2.

=====

Version 1
Molecular formula: C2H2FN3
Method: DFT, ωB97M-V/def2-TZVPD

```
8
C2H2FN3, DFT ωB97M-V/def2-TZVPD
F 1.30 -1.86 -1.89
N 0.58 -1.11 -1.02
C 0.82 0.37 -0.51
N -0.11 0.53 0.34
C -0.85 -0.61 0.40
N -0.45 -1.57 -0.38
H 1.62 0.96 -0.87
H -1.69 -0.69 1.06
```

* total charge: 0
* orbital gap: 10.76 eV
* lowest unoccupied orbital energy: 1.02 eV

=====

Version 2
Molecular formula: C2H2FN3
Method: DFT, ωB97M-V/def2-TZVPD

```
8
C2H2FN3, DFT ωB97M-V/def2-TZVPD
F -1.13 0.84 -1.38
C -0.51 0.31 -0.35
C -0.75 -0.65 0.58
N 0.55 -1.02 1.05
N 1.46 -0.24 0.61
N 0.80 0.66 -0.24
H -1.65 -1.10 0.89
H 1.23 1.21 -1.15
```

* total charge: 0
* orbital gap: 10.65 eV
* lowest unoccupied orbital energy: 0.64 eV

=====

Version 3
Molecular formula: C2H2FN3
Method: DFT, ωB97M-V/def2-TZVPD

```
8
C2H2FN3, DFT ωB97M-V/def2-TZVPD
C 1.82 1.25 0.62
C -1.06 0.38 -0.19
N 2.43 1.40 -0.36
N -0.94 -0.79 -0.24
N -1.14 -1.95 0.15
F -0.65 1.31 -1.03
H 1.32 0.90 1.47
H -1.78 -2.50 -0.42
```

* total charge: 0
* orbital gap (alpha / beta): 8.81 / 8.81 eV
* lowest unoccupied orbital energy (alpha / beta): -0.77 / -0.76 eV

=====

Most stable structure, least stable structure: version 2, version 3.